Entry 1:
C23H64AlF4N8O18S4 as an isolated structure, computed with the ωB97M-V functional and the def2-TZVPD basis.

Positions of all 122 atoms, in Å:
Al (-1.948, -3.644, 1.365)
N (-4.468, -2.792, 2.007)
S (-5.084, -1.691, 3.002)
O (-6.169, -2.151, 3.796)
O (-5.080, -0.343, 2.534)
F (-3.883, -1.691, 4.054)
S (-5.714, -2.924, 0.949)
O (-6.016, -1.747, 0.201)
O (-6.774, -3.814, 1.242)
F (-4.785, -3.681, -0.142)
N (-0.516, -1.396, 1.848)
S (0.797, -0.996, 0.905)
O (2.058, -1.273, 1.497)
O (0.764, 0.113, 0.012)
F (0.678, -2.229, -0.086)
S (-0.624, 0.052, 2.561)
O (-1.360, 1.067, 1.886)
O (0.469, 0.404, 3.396)
F (-1.721, -0.434, 3.633)
C (-2.177, -0.891, -1.065)
O (-2.014, -2.136, -1.465)
H (-3.129, -0.529, -1.532)
H (-2.476, -0.858, 0.015)
H (-1.333, -0.206, -1.185)
N (0.696, -4.729, -1.789)
O (0.186, -4.853, -0.647)
O (-0.013, -4.320, -2.719)
O (1.884, -5.000, -1.963)
C (1.142, -7.557, 2.535)
C (0.154, -6.437, 2.800)
C (0.871, -5.197, 3.320)
O (-0.082, -4.144, 3.489)
C (0.527, -3.068, 4.187)
N (-0.646, -6.089, 1.614)
H (1.735, -7.265, 1.662)
H (0.690, -8.534, 2.393)
H (1.893, -7.568, 3.330)
H (-0.557, -6.665, 3.600)
H (1.632, -4.871, 2.605)
H (1.179, -5.463, 4.334)
H (1.253, -2.513, 3.589)
H (1.082, -3.444, 5.054)
H (-0.209, -2.337, 4.508)
H (-1.104, -6.960, 1.359)
H (0.016, -5.880, 0.860)
C (-7.794, 1.066, -0.007)
C (-6.810, 2.200, -0.281)
C (-5.403, 1.760, -0.547)
O (-4.586, 2.889, -0.787)
C (-3.239, 2.652, -0.456)
N (-7.377, 2.977, -1.405)
H (-7.748, 0.258, -0.739)
H (-8.805, 1.433, 0.147)
H (-7.428, 0.564, 0.896)
H (-6.824, 2.803, 0.638)
H (-5.291, 1.058, -1.387)
H (-5.116, 1.210, 0.364)
H (-2.598, 3.466, -0.785)
H (-2.867, 1.716, -0.897)
H (-3.151, 2.523, 0.629)
H (-8.334, 3.193, -1.158)
H (-6.877, 3.838, -1.585)
C (6.451, 4.158, -0.105)
C (6.079, 3.368, 1.173)
C (4.611, 3.015, 1.177)
O (4.257, 2.721, 2.508)
C (2.874, 2.411, 2.586)
N (6.860, 2.097, 1.195)
H (7.495, 4.467, -0.048)
H (5.775, 5.017, -0.111)
H (6.351, 3.576, -1.023)
H (6.417, 3.978, 2.007)
H (4.300, 2.188, 0.529)
H (4.076, 3.924, 0.856)
H (2.227, 3.264, 2.366)
H (2.665, 2.024, 3.582)
H (2.668, 1.562, 1.922)
H (6.807, 1.710, 0.255)
H (7.854, 2.295, 1.294)
C (-0.793, 0.607, -7.499)
C (-0.881, -0.600, -6.565)
C (0.028, -0.444, -5.349)
O (-0.204, -1.437, -4.386)
C (0.580, -1.229, -3.234)
N (-2.246, -0.906, -6.076)
H (-0.055, 0.457, -8.295)
H (-0.512, 1.566, -7.056)
H (-1.733, 0.703, -8.047)
H (-0.574, -1.464, -7.159)
H (-0.021, 0.597, -4.995)
H (1.064, -0.643, -5.679)
H (1.620, -1.016, -3.517)
H (0.619, -2.135, -2.638)
H (0.140, -0.457, -2.594)
H (-2.624, -0.004, -5.779)
H (-2.841, -1.130, -6.871)
C (2.609, 4.188, -2.114)
C (1.664, 3.827, -0.991)
C (0.806, 4.951, -0.453)
O (-0.187, 4.436, 0.400)
C (-0.992, 5.448, 0.970)
N (0.849, 2.672, -1.382)
H (2.098, 4.359, -3.069)
H (3.371, 3.423, -2.245)
H (3.096, 5.168, -2.012)
H (2.302, 3.469, -0.165)
H (0.332, 5.491, -1.288)
H (1.463, 5.602, 0.142)
H (-1.797, 4.970, 1.522)
H (-1.399, 6.068, 0.165)
H (-0.383, 6.005, 1.691)
H (1.343, 1.792, -1.332)
H (0.076, 2.573, -0.733)
C (5.251, -1.247, 1.875)
C (6.591, -0.953, 2.538)
O (6.545, 0.214, 3.332)
H (5.301, -2.183, 1.308)
H (4.904, -0.457, 1.209)
H (4.449, -1.399, 2.602)
H (7.227, -0.717, 1.665)
H (7.003, -1.815, 3.059)
H (6.567, 0.951, 2.690)

Output
net charge = -1
LUMO energy = -0.145 Ha

---

Entry 2:
A 5-piece molecular cluster, C23H64BN4O3 overall, computed with the ωB97M-V functional and the def2-TZVPD basis.

Positions of all 95 atoms, in Å:
B (-0.680, 0.388, -0.216)
H (0.109, 1.075, -0.719)
H (-1.700, 0.450, -0.782)
H (-0.351, -0.721, -0.223)
H (-0.944, 0.690, 0.880)
C (2.012, 2.008, -5.061)
C (2.929, 1.601, -3.919)
C (2.902, 0.105, -3.575)
C (1.575, -0.308, -2.962)
N (1.088, -1.661, -3.486)
C (0.079, -2.190, -2.478)
C (0.948, -2.747, -1.338)
C (2.291, -3.080, -1.981)
C (2.134, -2.749, -3.476)
C (0.521, -1.569, -4.879)
C (-0.688, -0.698, -5.063)
C (-0.971, -0.634, -6.583)
H (0.950, 1.776, -4.928)
H (2.291, 1.520, -6.001)
H (2.041, 3.077, -5.276)
H (2.586, 2.223, -3.085)
H (3.942, 1.845, -4.237)
H (3.771, 0.050, -2.916)
H (3.137, -0.427, -4.499)
H (0.758, 0.391, -3.104)
H (1.727, -0.409, -1.890)
H (-0.451, -3.036, -2.922)
H (-0.671, -1.423, -2.309)
H (0.439, -3.599, -0.887)
H (1.049, -2.038, -0.519)
H (2.560, -4.133, -1.925)
H (3.118, -2.471, -1.621)
H (1.723, -3.600, -4.018)
H (3.056, -2.479, -3.981)
H (0.227, -2.574, -5.185)
H (1.346, -1.246, -5.518)
H (-0.600, 0.324, -4.692)
H (-1.544, -1.144, -4.549)
H (-1.909, -0.139, -6.819)
H (-0.968, -1.656, -6.958)
H (-0.193, -0.012, -7.026)
C (-2.873, -0.951, 3.090)
C (-3.674, -1.256, 1.842)
C (-4.476, -0.079, 1.328)
O (-5.042, -0.496, 0.099)
C (-5.725, 0.559, -0.595)
N (-2.785, -1.693, 0.706)
H (-2.269, -2.566, 0.788)
H (-3.357, -1.847, -0.141)
H (-2.221, -0.886, 0.343)
H (-2.302, -0.019, 3.049)
H (-2.204, -1.753, 3.396)
H (-3.577, -0.719, 3.893)
H (-4.293, -2.135, 2.018)
H (-3.819, 0.797, 1.250)
H (-5.305, 0.175, 1.995)
H (-5.708, 0.254, -1.641)
H (-5.193, 1.503, -0.472)
H (-6.772, 0.600, -0.291)
C (2.992, -2.847, 5.689)
C (3.594, -1.499, 5.386)
C (3.482, -1.179, 3.881)
O (2.100, -1.118, 3.559)
C (1.914, -0.781, 2.197)
N (2.798, -0.446, 6.165)
H (3.155, 0.487, 5.958)
H (1.817, -0.511, 5.868)
H (2.757, -0.655, 7.166)
H (3.139, -3.218, 6.708)
H (3.559, -3.573, 5.102)
H (1.923, -2.907, 5.493)
H (4.598, -1.355, 5.781)
H (3.925, -1.986, 3.296)
H (3.965, -0.209, 3.714)
H (2.289, 0.175, 1.822)
H (0.842, -0.822, 1.996)
H (2.303, -1.560, 1.530)
C (-2.754, 4.068, 0.800)
C (-1.390, 4.046, 1.482)
C (-1.322, 3.276, 2.783)
O (-0.168, 3.756, 3.441)
C (0.214, 3.135, 4.645)
N (-0.415, 3.442, 0.503)
H (0.515, 3.405, 0.928)
H (-0.670, 2.511, 0.105)
H (-0.302, 4.037, -0.324)
H (-2.723, 4.683, -0.103)
H (-3.530, 4.555, 1.390)
H (-3.117, 3.080, 0.514)
H (-1.077, 5.081, 1.600)
H (-1.120, 2.213, 2.602)
H (-2.232, 3.408, 3.374)
H (1.285, 2.944, 4.729)
H (-0.415, 2.258, 4.826)
H (0.026, 3.841, 5.463)

Output
net charge = +3
LUMO energy = -0.251 Ha
ΔE to the lowest compared entry with this formula, charge and spin = 0.0 kJ/mol

---

In eV Å⁻¹, the F_max values for the records above are, in order, 5.34 2.02.